1.
Molecular formula: C28H22BrN8O3Zr
Method: DFT, ωB97M-V/def2-TZVPD

```
! wB97M-V def2-TZVPD RIJCOSX def2/J DEFGRID3
* xyz 1 1
C 0.30 1.11 3.05
C -4.74 -0.29 -2.10
C 2.55 -0.57 1.20
H 0.53 -2.46 -0.82
H 2.90 -1.47 -1.04
C -3.59 -0.24 -2.88
C -0.87 1.95 2.92
C -0.36 -4.12 0.15
H 0.83 1.08 4.00
C 5.57 -2.60 0.16
N -2.25 -0.09 -0.92
N 1.98 -0.23 2.31
C -1.50 -2.27 1.89
N 1.11 0.23 -4.52
C -2.44 3.22 1.58
H -2.80 3.51 0.60
C -0.13 -2.76 -0.01
C -1.38 2.32 1.66
C -1.17 -4.54 1.18
H 0.09 -4.84 -0.52
Zr -0.07 0.11 -0.03
H -5.48 -0.27 -0.07
H 0.65 -0.09 -6.93
C -0.08 -0.04 -5.05
C 1.15 0.33 -3.20
C -4.61 -0.24 -0.72
H -1.94 -1.57 2.60
H -2.37 -3.97 2.88
O 3.71 -1.98 -1.12
O -0.84 1.83 0.54
H -5.71 -0.38 -2.56
N 2.33 0.63 -2.65
C -3.00 3.74 2.73
N 0.06 0.16 -2.38
N -1.23 -0.15 -4.34
H 6.33 -2.00 3.40
C -0.69 -1.81 0.85
H -1.06 -0.36 -6.78
C -1.10 -0.04 -3.05
N -0.17 -0.17 -6.36
H 3.12 0.69 -3.27
C 4.57 -1.32 2.41
H -3.64 -0.28 -3.96
C -2.51 3.38 3.99
H 7.22 -3.14 1.39
H -1.03 2.24 5.04
C -1.74 -3.62 2.06
H 2.47 0.60 -1.65
H 4.16 -0.82 3.27
C -3.35 -0.14 -0.17
N 0.78 0.43 2.07
C 4.35 -1.93 0.08
C 5.77 -1.98 2.48
C -2.37 -0.14 -2.25
O 1.99 -0.27 0.01
C 6.27 -2.62 1.35
H -3.82 4.44 2.66
H 5.93 -3.10 -0.73
Br -1.51 -6.38 1.42
H -2.94 3.80 4.89
H -3.20 -0.11 0.90
C -1.44 2.51 4.07
C 3.83 -1.28 1.21
*
```

Computed properties:
- strongest force on any atom (eV/A) = 0.7
- energy relative to the best compared isomer or geometry (same formula, charge and spin) (kcal per mole) = 3.2
- HOMO (Eh) = -0.390

---

2.
Molecular formula: C38H76Br19N3O2P
Method: DFT, ωB97M-V/def2-TZVPD

```
! wB97M-V def2-TZVPD RIJCOSX def2/J DEFGRID3
* xyz 1 1
H 2.87 7.48 -3.46
C -4.08 -1.92 11.71
H -1.13 -8.87 7.21
H 0.48 -8.33 6.72
H 0.04 4.54 -7.38
H -4.90 9.61 -11.44
C 0.43 -2.25 1.08
H 1.80 6.22 -7.77
Br -1.84 -11.70 14.45
H 3.59 -10.34 7.34
C -5.29 7.93 -10.16
Br 3.99 5.38 -2.81
H -2.59 -3.50 11.62
H 0.80 12.57 -8.77
H -0.34 -11.34 16.40
H -4.22 -4.03 12.05
C 1.40 1.73 -1.59
H 0.47 1.44 -2.09
H 3.76 7.70 -1.02
H -1.76 4.09 -10.23
H -1.96 -11.86 16.91
Br -4.46 6.23 -9.67
H -2.72 -5.80 3.68
H 0.92 -2.76 0.23
C 1.44 3.21 -6.03
C -1.69 -4.24 2.52
C -0.58 -8.16 6.59
Br -0.90 13.80 -11.98
H 0.22 1.03 0.60
C -0.55 -8.75 12.22
C -1.00 -6.75 6.89
H 3.04 3.64 -4.69
C 2.74 7.47 -1.32
C 1.87 3.59 -7.46
H 3.54 -11.70 8.47
H -0.26 -8.53 10.08
Br -2.82 -0.64 10.96
H 2.40 -3.58 -5.76
Br -1.01 -8.66 4.75
C 2.50 2.16 -2.61
H -0.70 -9.83 12.29
H -3.12 -2.87 4.48
Br -2.99 9.62 -9.87
C -1.40 -11.17 16.28
H -4.13 -4.15 5.09
H -1.09 -5.11 2.24
Br 1.36 -1.71 -4.54
P -0.85 7.59 -7.88
Br 0.23 -5.46 6.11
C 0.66 0.11 0.19
Br -0.25 6.87 -5.82
H -1.51 13.41 -9.60
H 4.10 -1.61 -5.62
N -0.76 5.94 -10.04
H -3.84 8.22 -11.75
H 2.03 2.71 -8.09
Br 1.27 -11.19 7.64
H 2.15 8.39 -1.32
Br -1.09 -6.31 10.82
C -4.36 8.78 -10.98
Br -4.00 -3.86 9.60
Br 2.65 -7.99 8.85
H 2.17 -0.98 1.36
H -0.63 -2.14 0.84
H 3.41 2.26 -5.73
H 1.98 -0.32 -1.46
H 1.31 12.56 -10.47
C 0.58 -3.11 2.37
H 1.36 -2.74 3.04
H -1.95 -8.60 10.61
C 2.65 6.78 -2.65
H 0.67 -0.50 2.27
H -1.59 6.52 -10.14
C -1.82 -9.75 16.55
C -2.88 -4.75 3.41
Br 1.35 -8.48 12.53
H -0.18 14.57 -9.75
H 0.37 9.22 -7.29
H -0.97 -6.56 7.96
H 3.43 1.62 -2.40
H 1.69 6.32 -2.82
H 2.10 5.48 -9.32
C 1.30 5.73 -8.61
C 2.06 1.79 -4.05
H 1.46 -2.57 -6.87
H 4.07 -9.75 9.83
H 2.74 0.70 -0.17
H -5.05 -1.69 11.28
H -1.08 -8.27 13.04
C 2.20 -2.56 -6.08
C -0.56 13.60 -10.07
O 2.82 8.69 -9.33
C 1.09 -0.87 1.32
C -0.96 -8.25 10.86
H 4.04 -2.48 -7.17
H -4.09 -1.72 12.78
H 0.74 2.37 -6.14
C 1.83 0.51 -0.75
H 2.36 -10.09 10.15
C 3.47 -1.87 -6.47
C -0.80 -3.11 3.12
H -0.14 -0.38 -0.39
H 2.30 0.75 -4.30
H 0.78 3.73 -10.11
H -2.81 -9.51 16.18
C 0.46 12.52 -9.80
O -0.39 9.20 -7.90
H -5.61 8.40 -9.24
C -1.13 4.64 -9.52
C 3.08 -10.75 8.21
C 0.11 3.77 -9.25
H 2.67 3.24 -2.48
H 2.82 4.13 -7.45
C 3.08 -9.81 9.39
Br -0.34 10.74 -10.00
H 0.97 4.06 -5.52
C 1.89 8.12 -9.71
Br -0.58 -8.48 15.75
C 0.22 6.64 -9.21
H -1.78 -9.55 17.62
H -1.72 4.71 -8.58
Br 3.11 -0.20 -7.43
C -3.65 -3.34 11.44
H -0.56 -3.24 4.18
H -2.10 -3.85 1.58
C -3.12 -3.95 4.70
C 2.62 2.74 -5.15
Br 1.97 6.38 0.10
H -0.26 2.78 -8.94
N 0.79 7.71 -10.07
H -6.17 7.65 -10.74
H -2.39 -4.22 5.47
H 0.96 1.85 -4.07
N 0.78 4.43 -8.08
H -3.79 -4.69 2.81
H 1.14 2.57 -0.93
H -1.28 -2.14 2.95
H 0.79 -4.14 2.07
H -1.99 -6.51 6.51
*
```

Computed properties:
- strongest force on any atom (eV/A) = 3.6
- HOMO (Eh) = -0.389

---

3.
Molecular formula: C31H57BClO2PRe
Method: DFT, ωB97M-V/def2-TZVPD

```
! wB97M-V def2-TZVPD RIJCOSX def2/J DEFGRID3
* xyz 0 4
H -0.68 4.66 -0.05
H 3.80 -3.60 -1.11
H 1.44 -2.18 -3.05
H -2.97 0.50 4.57
H -2.55 3.13 1.08
C 1.92 4.92 1.02
H 1.81 -0.91 -5.13
H 4.35 -3.56 0.55
H -3.24 -0.19 -1.67
H 2.69 0.14 -0.89
C 2.58 -0.95 -0.94
H 0.30 5.01 2.40
C 2.03 3.59 -1.12
H 1.07 -3.25 -1.44
H -2.78 0.41 -0.08
H -5.02 -0.69 -0.04
H -0.79 -1.59 5.03
C 0.69 4.28 1.66
C 1.50 -0.02 4.69
H 1.61 2.61 4.51
Cl -2.09 2.62 -1.52
H -1.50 -1.72 0.32
H 2.64 -1.20 -2.01
C -1.98 -2.61 -1.59
C 0.57 -1.78 -3.59
H 3.82 -1.22 0.80
H -5.05 -3.24 -0.07
C 2.21 -3.60 0.35
H 1.19 -0.14 5.74
H -2.03 2.00 4.58
C -0.95 0.26 3.83
H 1.59 5.75 0.37
H -4.85 -2.48 -1.64
P -0.19 -0.36 -1.12
H 0.88 0.29 -3.15
C 1.23 -1.37 -0.37
C -4.11 -1.29 0.00
C -3.07 -3.45 -0.91
B -0.20 0.95 1.77
C -0.85 0.21 -5.26
C -1.52 3.20 1.43
C -2.96 -0.51 -0.65
C -1.71 -1.38 -0.71
H 1.36 4.41 -1.44
C -1.97 0.91 4.75
H 3.00 3.05 0.75
H -1.72 0.73 5.80
H 1.19 -1.04 0.69
H -3.29 -4.33 -1.53
H 0.15 -0.79 -6.90
H -3.87 -1.44 1.06
O -1.34 0.50 2.47
H 3.71 4.45 -0.06
H -1.09 -3.23 -1.75
H 2.54 5.34 1.83
H -0.06 2.95 4.05
O 0.96 0.96 2.58
C -4.35 -2.65 -0.68
H -1.38 3.10 2.51
C -0.49 3.94 0.76
H 1.69 1.61 -1.79
C -0.21 -1.03 -5.89
H 2.10 -3.40 1.42
H 2.10 -4.68 0.22
C 0.95 -1.60 -5.07
H -1.53 0.97 -3.34
H 0.30 2.19 5.63
H 4.68 -1.39 -0.73
H 1.61 -1.02 4.25
H 0.96 3.37 2.20
C 3.59 -3.16 -0.13
C -1.03 -1.26 4.01
C 2.76 3.96 0.18
H 1.27 -2.56 -5.48
C 0.52 0.85 3.94
H -1.77 0.46 -5.79
H 2.77 3.49 -1.92
H -0.36 -1.78 3.32
H -0.17 1.06 -5.38
H -0.22 -2.54 -3.51
C 1.07 -2.90 -0.40
H -2.69 -3.83 0.05
C 1.25 2.31 -1.05
H -1.97 -0.70 -3.64
C 0.08 -0.45 -2.99
H -0.97 -1.81 -6.02
H -2.05 -1.60 3.80
C 3.75 -1.64 -0.21
C -1.16 0.03 -3.76
H -2.33 -2.29 -2.58
Re -0.36 1.79 -0.16
C 0.58 2.23 4.57
H 0.11 -3.22 0.04
H 2.49 0.45 4.71
*
```

Computed properties:
- strongest force on any atom (eV/A) = 3.7
- HOMO (alpha / beta) (Eh) = -0.214 / -0.282

---

4.
Molecular formula: C5H5NO
Method: DFT, ωB97M-V/def2-TZVPD

```
! wB97M-V def2-TZVPD RIJCOSX def2/J DEFGRID3
* xyz 0 1
C 0.36 1.11 0.54
H 0.54 -0.55 1.81
H 0.44 3.36 0.25
H -0.94 -2.09 0.24
H -1.23 0.17 -1.98
N 2.25 -1.58 -0.58
O -2.05 -0.42 0.55
C 0.41 2.30 0.39
C 1.43 -1.02 0.00
C -1.01 -1.01 0.47
C 0.36 -0.34 0.75
H -0.59 -0.06 -2.30
*
```

Computed properties:
- strongest force on any atom (eV/A) = 1.1
- energy relative to the best compared isomer or geometry (same formula, charge and spin) (kcal per mole) = 86.5
- HOMO (Eh) = -0.391
- SMILES = C#C[C@H](C#N)C=O.[H][H]

---

5.
Molecular formula: N2O8S2
Method: DFT, ωB97M-V/def2-TZVPD

```
! wB97M-V def2-TZVPD RIJCOSX def2/J DEFGRID3
* xyz 0 1
N -0.50 -0.09 1.38
O -1.40 0.14 2.16
O -0.55 -1.06 0.50
O -3.72 2.32 -1.10
O 0.53 -1.19 -1.87
N 3.00 -0.99 -0.69
O 2.88 0.04 -1.32
O 0.54 0.54 1.25
S -2.89 1.84 -0.05
O 1.98 -1.24 0.06
O -1.61 1.26 -0.43
S 0.65 -0.36 -0.71
*
```

Computed properties:
- strongest force on any atom (eV/A) = 2.4
- energy relative to the best compared isomer or geometry (same formula, charge and spin) (kcal per mole) = 1.3
- HOMO (Eh) = -0.398